The following is a DFT calculation (wB97M-V/def2-TZVPD) of C26H32N4O4S in the gas phase.

Max |F| (Eh/bohr): 0.0262
Orbital gap (eV): 7.5
Calculated total energy (eV): -52466.4045
HOMO level (eV): -8.01
SMILES: CCN(CC)S(=O)(=O)c1ccc(N2CCCCC2)c(NC(=O)/C(C#N)=C/c2ccc(OC)cc2)c1
E_LUMO (eV): -0.52

The geometry in ORCA input format:
```
! wB97M-V def2-TZVPD RIJCOSX def2/J DEFGRID3
* xyz 0 1
C 3.10600 1.47934 -3.95866
H 3.72924 0.78483 -3.40077
H 2.99319 2.38852 -3.37482
H 3.60712 1.72124 -4.89214
C 1.73735 0.87111 -4.25439
N 0.98827 0.62308 -3.04398
S -0.58118 1.16665 -2.93058
O -0.75537 2.19833 -3.91281
O -1.52780 0.08251 -2.91954
C -0.55766 1.88596 -1.29954
C 0.31470 2.91330 -1.00258
C 0.36006 3.42106 0.27969
C -0.44012 2.90210 1.30783
C -1.36890 1.89248 0.95956
C -1.41666 1.40219 -0.33637
H -2.13378 0.64886 -0.62308
N -2.29439 1.42371 1.90720
C -2.76452 0.15356 2.04493
O -3.75710 -0.08998 2.69891
C -1.94870 -0.92633 1.40083
C -2.60342 -2.03106 0.96942
C -2.10176 -3.21873 0.33678
C -3.02703 -4.19640 -0.06500
C -2.61846 -5.35386 -0.67747
C -1.25899 -5.58891 -0.91486
C -0.32923 -4.62946 -0.51600
C -0.74744 -3.46546 0.09453
H -0.00875 -2.73948 0.39204
H 0.72629 -4.78519 -0.67554
O -0.95822 -6.75802 -1.52381
C 0.38910 -7.05103 -1.81264
H 0.37926 -8.02185 -2.30520
H 0.99029 -7.11469 -0.90040
H 0.82455 -6.30719 -2.48684
H -3.32770 -6.10418 -0.98889
H -4.07953 -4.03072 0.11131
H -3.67824 -2.00279 1.11369
C -0.56024 -0.72027 1.39477
N 0.56987 -0.51692 1.47538
H -2.77140 2.12793 2.45802
N -0.40618 3.38941 2.60047
C 0.20626 4.67253 2.88140
C 1.69814 4.57091 3.21520
C 1.89369 3.60690 4.38168
C 1.24023 2.26963 4.04844
C -0.24078 2.47239 3.71663
H -0.68472 1.50773 3.48302
H -0.75818 2.89875 4.58366
H 1.32717 1.58154 4.89017
H 1.73277 1.81556 3.18612
H 2.95727 3.46927 4.58323
H 1.43219 4.02270 5.28102
H 2.08146 5.56120 3.46655
H 2.25044 4.19946 2.35074
H 0.03189 5.34439 2.03986
H -0.31752 5.08470 3.75246
H 1.05607 4.21511 0.49302
H 0.95428 3.30004 -1.77895
C 1.28497 -0.54884 -2.25297
C 0.84278 -1.86378 -2.89199
H 1.36633 -2.03670 -3.82940
H 1.05635 -2.68759 -2.21689
H -0.22585 -1.82902 -3.08394
H 2.36067 -0.56412 -2.05473
H 0.76919 -0.41396 -1.29877
H 1.13755 1.57497 -4.83302
H 1.85485 -0.04742 -4.84196
*
```

---

The following is a DFT calculation (wB97M-V/def2-TZVPD) of C4H4N4O in the gas phase.

Max |F| (Eh/bohr): 0.0666
Orbital gap (eV): 10.2
Calculated total energy (eV): -12218.7657
HOMO level (eV): -9.88
SMILES: Cn1nnc(O)c1C#N
E_LUMO (eV): 0.34

The geometry in ORCA input format:
```
! wB97M-V def2-TZVPD RIJCOSX def2/J DEFGRID3
* xyz 0 1
C -1.92753 0.74246 1.31943
C 0.56232 -0.22931 -1.03106
C 0.27608 -0.06405 0.26589
C 0.97734 -0.56509 1.37407
H -2.03012 -0.18865 1.92056
H -1.47481 1.56576 1.92365
H -2.88510 1.03458 0.95538
H 2.31629 -0.94432 -1.10552
N -1.02901 0.45985 0.22848
N -1.38855 0.58566 -1.03411
N -0.39054 0.27891 -1.80515
N 1.55702 -0.75857 2.35816
O 1.68775 -0.59154 -1.68696
*
```

---

The following is a DFT calculation (wB97M-V/def2-TZVPD) of a molecular structure, C26H28N5O6Tc.

Max |F| (Eh/bohr): 0.0213
Orbital gap (alpha / beta) (eV): 7.8 / 6.8
Calculated total energy (eV): -49344.3215
HOMO level (alpha / beta) (eV): -11.01 / -11.14
Expectation value of S²: 3.77
E_LUMO (alpha / beta) (eV): -3.22 / -4.33

The geometry in ORCA input format:
```
! wB97M-V def2-TZVPD RIJCOSX def2/J DEFGRID3
* xyz 1 4
Tc 0.57510 0.65846 0.43968
C 0.38396 3.65575 0.43240
N 0.75421 2.58255 1.40105
C -0.18960 2.69651 2.56757
C -0.21039 1.45926 3.45136
C -1.18015 0.41198 2.91542
N -1.05052 0.27438 1.46904
C -2.05265 -0.51702 0.79567
C -2.63106 0.20926 -0.39718
C -3.99149 0.07906 -0.66795
C -4.58645 0.72818 -1.73573
C -3.80241 1.53505 -2.54952
C -2.45292 1.68896 -2.28423
C -1.85940 1.04400 -1.20924
O -0.52579 1.29459 -1.00631
C 2.16375 2.82548 1.90216
C 3.27472 1.97581 1.29191
C 3.30409 1.92200 -0.23209
N 2.31843 0.92812 -0.71664
C 2.56965 0.30435 -1.80403
C 1.74526 -0.70373 -2.45207
C 1.96748 -0.91112 -3.81303
C 1.24137 -1.85026 -4.51708
C 0.30304 -2.61840 -3.84376
C 0.07632 -2.45234 -2.48236
C 0.79842 -1.50022 -1.80029
O 0.68709 -1.29492 -0.42632
H 0.39831 4.61623 0.95065
H -0.60665 3.46333 0.03509
H 1.08879 3.67996 -0.39458
H -1.18331 2.87859 2.15761
H 0.10682 3.58327 3.13131
H -0.52214 1.74315 4.45643
H 0.78988 1.03051 3.53967
H -2.20783 0.72380 3.12915
H -1.02226 -0.54201 3.43086
H -2.87268 -0.75822 1.47604
H -4.59897 -0.54343 -0.01582
H -5.64501 0.61215 -1.92611
H -4.24601 2.05405 -3.38978
H -1.82505 2.31844 -2.90528
H 2.16517 2.64809 2.97488
H 2.37885 3.88445 1.74937
H 3.22602 0.95563 1.68198
H 4.21592 2.39922 1.64453
H 4.29905 1.65070 -0.57854
H 3.06267 2.89594 -0.66293
H 3.48450 0.56305 -2.33853
H 2.71869 -0.31354 -4.31800
H 1.41241 -1.99158 -5.57517
H -0.25842 -3.37692 -4.37473
H -0.63426 -3.07622 -1.96914
O 1.75751 -4.63218 1.59058
C 1.14207 -4.45611 0.41731
O 1.55317 -4.94662 -0.59898
C -0.08083 -3.59937 0.45256
C -1.34586 -4.01910 0.50441
N -2.22587 -2.97741 0.63507
N -1.44815 -1.80791 0.40874
C -0.06733 -2.12651 0.56818
C 0.73218 -1.72197 1.87302
O 0.75233 -2.52346 2.77651
O 1.39426 -0.58470 1.85840
H 1.30258 -4.09344 2.26233
H -1.71611 -5.03498 0.47887
H -3.10450 -3.00059 0.13563
*
```

---

The following is a DFT calculation (wB97M-V/def2-TZVPD) of 3 unconnected molecules or ions with the total composition C46H26BF15NO14PS.

Max |F| (Eh/bohr): 0.0740
Orbital gap (eV): 7.9
Calculated total energy (eV): -139844.9414
HOMO level (eV): -9.49
SMILES: NC1=C(CCC(F)(F)C(F)(F)C(F)(F)C(F)(F)C(F)(F)C(F)(F)F)C(=O)c2c(c(S(=O)(=O)F)c(OB(O)O)c(F)c2P(=O)(O)O)C1=O.O=C1c2ccccc2C(=O)c2ccccc21.O=C1c2ccccc2C(=O)c2ccccc21
E_LUMO (eV): -1.60

The geometry in ORCA input format:
```
! wB97M-V def2-TZVPD RIJCOSX def2/J DEFGRID3
* xyz 0 1
N -8.91890 0.63800 3.01500
C -7.63150 0.68063 3.59834
C -6.58837 -0.14320 3.27229
C -6.72039 -1.22777 2.13955
C -6.91280 -0.48793 0.73389
C -5.63280 0.29094 0.28111
F -4.54770 -0.02174 1.07101
F -5.88404 1.65281 0.49915
C -5.31615 0.17387 -1.27904
F -6.48159 0.05294 -1.98737
F -4.76235 1.40216 -1.63714
C -4.22289 -0.90468 -1.62443
F -2.97583 -0.43350 -1.24849
F -4.41924 -2.04147 -0.84272
C -4.22024 -1.40569 -3.12530
F -5.35963 -2.13885 -3.32326
F -3.12683 -2.25665 -3.24177
C -4.01324 -0.28701 -4.21816
F -5.22388 0.30179 -4.52135
F -3.08715 0.65535 -3.86679
C -3.50213 -0.90392 -5.60518
F -2.14778 -1.00983 -5.66051
F -4.11864 -2.09944 -5.87042
F -3.85280 -0.08113 -6.64579
C -5.23789 0.00523 4.03469
O -4.57816 -0.95100 4.35726
C -4.85068 1.49623 4.37831
C -5.97099 2.39113 4.71444
C -5.75285 3.81973 5.03245
S -7.15118 4.89110 5.46005
O -8.21436 4.66388 4.50672
O -6.81104 6.28782 5.55923
F -7.69788 4.42153 6.93166
C -4.35128 4.28780 4.97039
O -4.13963 5.62218 5.22096
B -3.41317 5.85987 6.43235
O -4.17170 6.03394 7.61151
O -2.02373 5.95172 6.37367
C -3.24446 3.37738 4.65481
F -1.95914 3.81271 4.59835
C -3.44523 1.95055 4.35949
P -2.04816 0.78001 3.98682
O -0.72241 1.43029 3.90999
O -2.29407 -0.09719 2.60826
O -1.96811 -0.33011 5.24948
C -7.41546 1.76987 4.70158
O -8.27778 2.05882 5.48011
H -9.06929 -0.18738 2.43928
H -9.66126 0.75597 3.70854
H -5.81497 -1.87176 2.06240
H -7.67232 -1.80062 2.30449
H -7.74745 0.26052 0.83185
H -7.24455 -1.24404 -0.02412
H -3.86708 6.89139 7.96685
H -1.63895 5.63130 7.20732
H -2.29007 -1.05682 2.77616
H -2.21601 -1.19508 4.87172
C 0.85314 -1.71910 -3.85017
C -0.22104 -1.22733 -3.11363
C -0.11622 -1.08681 -1.73926
C 1.06107 -1.44842 -1.09184
C 2.13073 -1.96404 -1.82507
C 2.02648 -2.08776 -3.20854
C 3.37382 -2.39878 -1.13973
O 4.31079 -2.84509 -1.77812
C 3.45306 -2.28787 0.33715
C 4.58925 -2.74358 1.00029
C 4.67852 -2.63200 2.38032
C 3.63709 -2.05622 3.10341
C 2.50053 -1.60565 2.44786
C 2.40116 -1.72880 1.06494
C 1.16706 -1.27608 0.37823
O 0.25482 -0.77808 1.00834
H 0.77174 -1.81969 -4.92650
H -1.13650 -0.95251 -3.61330
H -0.94791 -0.69985 -1.17226
H 2.85735 -2.47526 -3.78582
H 5.40411 -3.18946 0.44222
H 5.56177 -2.99198 2.89502
H 3.71133 -1.96296 4.18061
H 1.69039 -1.16195 3.01518
C 5.85714 -1.28768 -3.51556
C 5.95189 0.09945 -3.59978
C 7.17307 0.69904 -3.87334
C 8.30840 -0.08558 -4.05234
C 8.21825 -1.47528 -3.94397
C 6.98753 -2.07320 -3.68652
C 9.42891 -2.32253 -4.08346
O 9.35203 -3.53289 -3.99320
C 10.73804 -1.66561 -4.32670
C 11.89194 -2.44078 -4.40317
C 13.11819 -1.83821 -4.64323
C 13.19623 -0.45905 -4.81722
C 12.05020 0.31801 -4.73645
C 10.81975 -0.28129 -4.48160
C 9.60536 0.56432 -4.36209
O 9.67422 1.76982 -4.51014
H 4.90152 -1.75503 -3.31078
H 5.07007 0.71317 -3.45343
H 7.24068 1.77827 -3.94296
H 6.91010 -3.15155 -3.61458
H 11.83624 -3.51484 -4.27168
H 14.01589 -2.44321 -4.69724
H 14.15385 0.00986 -5.01183
H 12.11613 1.39145 -4.86773
*
```

---

The following is a DFT calculation (wB97M-V/def2-TZVPD) of C5H8N2O in the gas phase.

Max |F| (Eh/bohr): 0.0608
Orbital gap (eV): 10.1
Calculated total energy (eV): -10340.8108
HOMO level (eV): -9.48
SMILES: [H]/N=C(/N)[C@@H](C=C)C=O
E_LUMO (eV): 0.61

The geometry in ORCA input format:
```
! wB97M-V def2-TZVPD RIJCOSX def2/J DEFGRID3
* xyz 0 1
C 0.79443 0.99724 0.02586
C 0.14954 -0.32230 0.61019
C -1.38200 -0.30210 0.61915
C -2.16290 -0.38363 -0.40865
C 0.62208 -1.50018 -0.23652
H 2.62265 1.55162 -0.66102
H 2.55540 0.02581 0.35488
H -0.88532 2.01022 -0.16847
H 0.61169 -0.45916 1.54725
H -1.82561 -0.00562 1.52912
H -1.81761 -0.41754 -1.46398
H -3.27131 -0.34511 -0.23976
H -0.05635 -1.84350 -1.12298
N 2.18235 0.94040 0.10838
N 0.12015 2.02250 -0.33878
O 1.74281 -1.96865 -0.15468
*
```

---

The following is a DFT calculation (wB97M-V/def2-TZVPD) of C3H2Br2ClF in the gas phase.

Max |F| (Eh/bohr): 0.1391
Orbital gap (eV): 8.8
Calculated total energy (eV): -158466.2104
HOMO level (eV): -9.00
SMILES: F/C(Cl)=C(\Br)CBr
E_LUMO (eV): -0.24

The geometry in ORCA input format:
```
! wB97M-V def2-TZVPD RIJCOSX def2/J DEFGRID3
* xyz 0 1
C 0.00809 -0.08754 -0.48717
C -0.20649 1.43267 -0.55166
C -0.09699 -1.02180 0.72488
F -0.16419 1.99647 -1.75080
Cl -0.49037 2.47294 0.75572
Br 0.39468 -0.92064 -2.22112
Br 1.71380 -1.29995 1.59851
H -0.78159 -0.66519 1.53577
H -0.37694 -1.90695 0.39587
*
```